Here is 10 unconnected molecules or ions with the total composition C28H76O12 in a non-equilibrium geometry from OMol25. Energies are from wB97M-V/def2-TZVPD.

The geometry in XYZ format:
```
116
Properties=species:S:1:pos:R:3
C 0.02 -1.11 0.53
C 0.69 0.27 1.04
O 1.73 0.61 0.15
O -0.98 -1.52 1.41
H 0.72 -1.86 0.47
H -0.23 -1.04 -0.51
H 1.01 -0.08 2.02
H 0.18 1.18 1.17
H 2.19 -0.22 -0.25
H -1.61 -0.75 1.55
C 3.58 -2.67 -1.51
C 4.84 -3.24 -0.95
O 4.49 -4.65 -0.99
O 3.85 -1.22 -1.30
H 2.74 -2.97 -0.78
H 3.44 -3.03 -2.48
H 5.05 -2.98 0.06
H 5.77 -2.97 -1.43
H 5.45 -4.97 -1.24
H 4.89 -1.15 -1.53
C 1.28 -0.29 -4.02
C 1.98 0.64 -4.98
C 2.59 -0.31 -6.01
O 1.06 1.29 -5.94
H 0.62 -0.92 -4.51
H 0.45 0.40 -3.47
H 2.04 -0.71 -3.18
H 2.91 1.13 -4.51
H 3.33 0.08 -6.75
H 1.92 -1.13 -6.40
H 3.24 -1.12 -5.54
H 1.41 2.13 -6.42
C 4.12 1.27 2.67
C 4.84 -0.02 3.17
C 4.12 -1.35 2.50
O 6.18 0.14 2.88
H 4.63 2.09 3.16
H 3.07 1.18 2.84
H 4.01 1.50 1.47
H 4.87 -0.03 4.37
H 3.05 -1.50 2.51
H 4.63 -2.09 2.79
H 4.31 -1.38 1.45
H 6.62 -0.62 3.23
C 2.79 5.10 -1.34
C 2.27 3.73 -0.79
C 0.79 3.78 -0.98
O 2.97 2.69 -1.36
H 2.33 6.00 -0.78
H 2.60 5.01 -2.38
H 3.85 5.23 -1.32
H 2.49 3.78 0.15
H 0.32 2.92 -0.69
H 0.39 3.84 -1.99
H 0.12 4.75 -0.63
H 2.74 1.76 -1.03
C -3.40 -2.95 -1.14
C -4.50 -2.38 -2.08
C -5.56 -3.57 -2.22
O -5.10 -1.31 -1.37
H -2.86 -3.91 -1.63
H -3.87 -3.37 -0.25
H -2.62 -2.14 -1.04
H -3.84 -2.08 -2.95
H -5.10 -4.46 -2.62
H -6.41 -3.54 -2.96
H -6.12 -3.68 -1.19
H -4.43 -0.55 -1.48
C -1.50 4.17 2.90
C -2.77 4.84 2.38
C -2.80 5.03 0.85
O -3.72 4.00 2.75
H -1.85 3.92 3.95
H -0.72 4.78 2.86
H -1.20 3.20 2.23
H -3.01 5.69 2.88
H -3.59 5.61 0.45
H -2.99 4.16 0.34
H -1.88 5.43 0.53
H -4.07 4.28 3.69
C -2.23 0.96 -2.94
C -2.80 1.81 -1.73
C -3.34 3.13 -2.42
O -3.90 1.12 -1.23
H -1.37 1.39 -3.40
H -2.83 0.81 -3.73
H -1.75 0.07 -2.60
H -2.11 2.12 -1.12
H -3.56 4.07 -1.65
H -4.33 2.92 -2.95
H -2.53 3.71 -3.00
H -4.15 1.71 -0.51
C -3.80 -0.46 3.72
C -2.78 0.69 3.52
C -1.45 0.12 4.09
O -2.65 0.81 2.09
H -4.25 -0.56 4.73
H -3.49 -1.21 3.29
H -4.59 -0.24 2.86
H -3.00 1.53 3.90
H -1.55 0.08 5.22
H -0.66 0.96 3.77
H -0.96 -0.62 3.72
H -3.44 1.40 1.90
C 0.32 -5.65 3.39
C 0.19 -4.75 2.26
C 0.70 -5.33 0.92
O -1.14 -4.46 2.17
H -0.34 -6.76 3.25
H -0.08 -5.26 4.31
H 1.20 -6.00 3.47
H 0.57 -3.72 2.58
H 0.58 -6.43 0.80
H 1.70 -5.34 0.84
H 0.22 -4.89 0.01
H -1.30 -3.51 1.97
```

Results
* calculated total energy: -54822.3321 eV
* SMILES string: CC(C)O.CC(C)O.CC(C)O.CC(C)O.CC(C)O.CC(C)O.CC(C)O.CC(C)O.OCCO.OCCO
* energy above the lowest of the compared OMol25 structures with the same formula, charge and spin: 353.7 kcal/mol
* maximum force: 10.8 eV/A
* E_LUMO: 0.299 eV
* highest occupied orbital energy: -9.16 eV

Mulliken atomic charge list, values in e, 2 entries: C -0.66; C 0.58